A.
{
  "formula": "C3H6S2",
  "method": "ωB97M-V/def2-TZVPD",
  "homo_ev": -8.622,
  "lumo_ev": 0.438,
  "elements": ["H", "C", "H", "S", "H", "S", "H", "C", "C", "H", "H"],
  "positions_angstrom": [[0.330, 1.812, 0.149], [0.479, -1.735, -0.552], [1.480, 0.893, 1.313], [-1.761, -0.693, 0.631], [1.631, -1.757, -0.623], [-2.547, 0.935, -0.333], [0.031, -2.612, -1.021], [0.953, 1.046, 0.341], [-0.125, -0.793, 0.113], [-2.062, 1.886, 0.449], [1.590, 1.018, -0.466]]
}

=====

B.
{
  "formula": "C3H6S2",
  "method": "ωB97M-V/def2-TZVPD",
  "smiles": "C[C@H](S)C=S",
  "homo_ev": -8.533,
  "lumo_ev": -0.172,
  "elements": ["H", "H", "H", "C", "H", "S", "S", "C", "H", "H", "C"],
  "positions_angstrom": [[0.828, 0.225, 1.431], [1.519, -1.327, -1.138], [1.310, 2.075, 0.081], [0.356, 1.685, -0.101], [0.049, 1.658, -1.257], [1.959, -0.574, -0.132], [-2.124, -0.293, -0.222], [0.458, 0.390, 0.414], [-0.286, 2.403, 0.329], [-1.018, -1.256, 1.398], [-0.776, -0.392, 0.491]]
}

=====

Stability summary: most stable B, least stable A.

=====

A.
{
  "formula": "C6H9F2N2S2",
  "method": "ωB97M-V/def2-TZVPD",
  "homo_ev": [-12.162, -12.161],
  "total_charge": 1,
  "lumo_ev": [-4.433, -4.431],
  "elements": ["H", "H", "H", "C", "F", "C", "C", "C", "F", "S", "H", "H", "N", "S", "C", "H", "C", "N", "H", "H", "H"],
  "positions_angstrom": [[-2.452, -0.610, 0.173], [-2.176, 3.431, 0.439], [0.128, 3.532, 0.274], [-0.636, 0.156, -0.360], [2.497, 3.167, -0.161], [2.191, 0.907, 0.146], [0.188, -0.553, 0.667], [0.283, 2.475, 0.121], [0.102, 0.078, -1.560], [3.418, -0.210, -0.026], [0.713, -2.549, 0.880], [-2.353, -0.186, -1.419], [-1.841, -0.571, -0.633], [-2.424, 2.155, 0.154], [1.677, 2.113, 0.019], [0.414, -2.031, -0.690], [-0.767, 1.642, -0.011], [0.818, -1.769, 0.222], [0.017, -0.409, 1.715], [3.487, -0.218, -1.378], [1.881, -1.591, 0.074]]
}

=====

B.
{
  "formula": "C6H9F2N2S2",
  "method": "ωB97M-V/def2-TZVPD",
  "homo_ev": -11.973,
  "total_charge": 1,
  "lumo_ev": -3.655,
  "elements": ["F", "N", "S", "H", "H", "F", "H", "H", "H", "H", "H", "C", "C", "C", "C", "H", "C", "N", "C", "H", "S"],
  "positions_angstrom": [[-0.465, -0.545, -1.633], [0.784, -2.102, -0.006], [3.219, -0.131, 0.082], [1.852, -1.843, -0.222], [0.096, -0.784, 1.538], [1.971, 2.802, -0.318], [3.587, 0.442, -1.070], [-0.598, 2.957, 0.351], [-2.719, 2.782, 0.726], [-1.897, -2.094, 0.392], [0.873, -2.837, 0.661], [0.242, -0.880, 0.534], [-1.174, 1.122, 0.019], [-0.958, -0.356, -0.289], [1.188, 1.763, 0.036], [-2.858, -0.914, -0.464], [-0.206, 2.028, 0.175], [-2.038, -1.182, -0.056], [1.696, 0.559, 0.276], [0.299, -2.330, -0.831], [-2.895, 1.542, 0.100]]
}

=====

Stability summary: most stable B, least stable A.

=====

A.
{
  "formula": "C3H4ClNS",
  "method": "ωB97M-V/def2-TZVPD",
  "smiles": "S=C1NC[C@@H]1Cl",
  "homo_ev": -8.764,
  "lumo_ev": 0.282,
  "elements": ["H", "C", "H", "N", "C", "Cl", "H", "H", "S", "C"],
  "positions_angstrom": [[-0.482, 0.604, 1.469], [0.662, -0.843, 0.169], [1.420, 0.375, -1.582], [0.599, 0.048, -1.069], [-0.621, 0.050, 0.596], [-1.970, -0.888, 0.911], [1.466, -0.455, 0.947], [0.283, -2.011, 0.156], [-0.927, 2.296, -0.963], [-0.431, 0.825, -0.633]]
}

=====

B.
{
  "formula": "C3H4ClNS",
  "method": "ωB97M-V/def2-TZVPD",
  "homo_ev": -8.278,
  "lumo_ev": 0.754,
  "elements": ["H", "N", "C", "C", "H", "H", "S", "H", "Cl", "C"],
  "positions_angstrom": [[0.500, 1.393, 0.987], [-1.518, -1.141, -0.059], [-1.260, 0.130, 0.109], [0.136, 0.764, 0.062], [1.734, -0.596, -0.944], [1.738, -0.713, 0.788], [-0.102, -1.881, -0.243], [0.333, 1.302, -0.973], [-2.644, 1.219, 0.338], [1.083, -0.477, -0.066]]
}

=====

C.
{
  "formula": "C3H4ClNS",
  "method": "ωB97M-V/def2-TZVPD",
  "smiles": "ClC1=NCSC1",
  "homo_ev": -8.961,
  "lumo_ev": 0.695,
  "elements": ["H", "Cl", "H", "N", "S", "C", "C", "H", "C", "H"],
  "positions_angstrom": [[1.718, -0.755, 1.042], [0.674, 1.798, 1.912], [0.214, -1.487, 1.281], [-0.515, 1.132, -0.213], [0.474, -1.151, -1.095], [-0.848, 0.149, -1.161], [0.756, -0.689, 0.635], [-1.723, -0.421, -1.078], [0.212, 0.724, 0.734], [-0.962, 0.699, -2.058]]
}

=====

Stability summary: most stable C, least stable A.

=====

A.
{
  "formula": "C3H4ClNS",
  "method": "ωB97M-V/def2-TZVPD",
  "homo_ev": [-9.425, -9.423],
  "lumo_ev": [-2.589, -2.589],
  "elements": ["C", "H", "N", "S", "H", "C", "H", "H", "C", "Cl"],
  "positions_angstrom": [[-0.001, -0.788, 0.453], [-0.111, 0.550, -1.033], [-2.744, 0.044, 0.736], [-0.759, -1.183, 2.014], [-0.259, -1.426, -0.424], [-2.031, 0.652, -0.055], [0.062, 1.394, 0.456], [1.047, -0.547, 0.475], [-0.462, 0.607, 0.024], [-2.633, 1.754, -1.316]]
}

=====

B.
{
  "formula": "C3H4ClNS",
  "method": "ωB97M-V/def2-TZVPD",
  "smiles": "ClC1=NSCC1",
  "homo_ev": -8.453,
  "lumo_ev": 0.749,
  "elements": ["C", "C", "H", "Cl", "C", "S", "H", "H", "N", "H"],
  "positions_angstrom": [[0.316, 0.542, -0.403], [0.405, -1.014, -0.480], [-0.397, -1.478, -1.152], [-1.067, 2.377, 0.828], [-0.463, 0.818, 0.805], [-0.220, -1.592, 1.172], [1.397, 0.901, -0.561], [-0.268, 1.049, -1.128], [-0.964, -0.096, 1.534], [1.261, -1.506, -0.616]]
}

=====

Stability summary: most stable B, least stable A.